(1)
Formula: C4H4O2S2
Source: OMol25
Level of theory: ωB97M-V/def2-TZVPD

CARTESIAN COORDINATES (ANGSTROEM)
O: 1.50419 1.68994 -0.21229
S: 2.64270 -0.62005 0.11876
H: -2.77235 -0.44647 1.31499
C: -2.55552 -0.28363 0.26276
C: -0.55593 -1.24681 -0.21624
H: 0.02567 -2.14569 -0.42304
C: -0.11115 -0.00638 -0.01772
H: 1.96363 -1.66939 0.57605
H: -3.54078 -0.15812 -0.27556
C: 1.26682 0.51693 -0.04629
O: -1.88589 -1.43570 -0.24654
S: -1.44820 1.15162 0.04268

Energy relative to the best compared isomer or geometry (same formula, charge and spin) = 13.1 kcal/mol
SMILES = O=C(S)C1=COCS1
Molecular weight = 148.2 g/mol
Gap between HOMO and LUMO = 8.67 eV
Spin multiplicity = 1

(2)
Formula: C4H4O2S3
Source: OMol25
Level of theory: ωB97M-V/def2-TZVPD

CARTESIAN COORDINATES (ANGSTROEM)
S: -2.66315 0.30763 -0.11171
O: -2.22916 1.23771 0.96730
O: -3.95976 -0.29566 0.06146
C: 1.66728 -0.38049 -0.92445
S: -0.96539 -1.25167 0.14480
H: 1.96058 -1.39078 -2.96485
C: 0.07459 -0.16138 1.07709
C: 1.26174 0.39193 0.23245
H: -0.67643 0.58772 1.38453
S: 0.86767 2.06550 -0.29814
H: 2.21104 0.55762 0.77020
C: 1.83254 -0.83399 -2.01037
H: 0.61844 -0.83412 1.67170

Energy relative to the best compared isomer or geometry (same formula, charge and spin) = 103.5 kcal/mol
Molecular weight = 180.3 g/mol
Gap between HOMO and LUMO (alpha / beta) = 4.18 / 3.86 eV
Spin multiplicity = 1

(3)
Formula: C4H4O3
Source: OMol25
Level of theory: ωB97M-V/def2-TZVPD

CARTESIAN COORDINATES (ANGSTROEM)
O: 0.67473 -1.49197 0.71969
O: -2.14452 0.40553 -1.90941
C: 0.14064 -0.41803 0.07146
O: -0.05992 1.35697 -1.22305
H: -0.00955 -0.20126 2.33424
C: -1.13355 0.28348 -1.29867
C: -0.32666 -0.71076 1.42235
H: -1.28706 -1.21950 1.45705
H: 1.71463 0.21636 -1.25397
C: 0.95697 0.64170 -0.57369
H: 1.47430 1.13749 0.25398

Energy relative to the best compared isomer or geometry (same formula, charge and spin) = 89.8 kcal/mol
Molecular weight = 100.1 g/mol
Gap between HOMO and LUMO = 10.43 eV
Spin multiplicity = 1

(4)
Formula: C4H4O3
Source: OMol25
Level of theory: ωB97M-V/def2-TZVPD

CARTESIAN COORDINATES (ANGSTROEM)
H: -2.40260 -0.28961 -1.11742
O: 0.35941 -0.75795 1.99771
H: 2.74589 -0.09225 0.81911
C: -0.46341 -0.55668 -0.22173
C: -1.63170 0.24412 -0.51995
H: -2.09043 0.93026 0.19059
O: 0.04199 -1.39787 -0.94789
H: -0.67213 0.85134 -0.92525
C: 1.81705 0.27194 0.35250
O: 1.78601 1.11229 -0.51551
C: 0.50994 -0.31559 0.88784

Energy relative to the best compared isomer or geometry (same formula, charge and spin) = 59.7 kcal/mol
SMILES = CC(=O)C(=O)C=O
Molecular weight = 100.1 g/mol
Gap between HOMO and LUMO = 9.21 eV
Spin multiplicity = 1